Computed, not measured: an isolated molecule of BClH3OP at a distorted geometry, with wB97M-V/def2-TZVPD.

The geometry in ORCA input format:
```
! RIJCOSX wB97M-V def2-TZVPD def2/J DEFGRID3
* xyz 0 1
B -0.32109 0.91827 0.80682
P 0.93695 -0.04497 -0.30030
O 0.16792 -0.35253 -1.76170
Cl 0.99945 -1.89068 0.72937
H 0.12236 1.68111 1.59981
H -1.49307 0.80025 0.63281
H -0.41251 -1.11145 -1.70680
*
```

Electronic energy (hartree): -903.41637
SMILES: BP(O)Cl
Energy above the lowest of the compared OMol25 structures with the same formula, charge and spin (kJ/mol): 63.5
E_LUMO (eV): -1.0967
Kohn-Sham gap (eV): 7.897

=====

Computed, not measured: an isolated molecule of C4H8P2 at a distorted geometry, with wB97M-V/def2-TZVPD.

The geometry in ORCA input format:
```
! RIJCOSX wB97M-V def2-TZVPD def2/J DEFGRID3
* xyz 0 1
H 2.54066 -1.73825 0.05713
P 1.05618 -1.53574 0.14605
C 1.14672 0.20637 0.06435
C 2.46193 0.99466 -0.03382
P -0.42783 0.97085 0.31479
C -1.38644 -0.34911 -0.13553
C -2.85490 -0.22477 0.05760
H 2.41454 1.67594 -0.92829
H 3.45669 0.36945 -0.03596
H 2.43852 1.58551 0.89730
H -1.12657 -1.36132 -0.65520
H -3.24891 -0.93236 0.70998
H -3.39170 -0.39860 -0.86814
H -3.07888 0.73736 0.40976
*
```

Electronic energy (hartree): -839.79729
SMILES: [H]/P=C(C)/P=C/C
Energy above the lowest of the compared OMol25 structures with the same formula, charge and spin (kJ/mol): 231.6
E_LUMO (eV): -0.6518
Kohn-Sham gap (eV): 7.444

=====

Computed, not measured: a cluster of 2 separate species, C2H3ClFI in total at a distorted geometry, with wB97M-V/def2-TZVPD.

The geometry in ORCA input format:
```
! RIJCOSX wB97M-V def2-TZVPD def2/J DEFGRID3
* xyz 0 1
C 0.35145 0.13525 -1.38315
C -0.35947 -0.01172 1.07608
F 0.96965 0.33319 1.59279
Cl -1.52312 1.11781 1.31004
I -0.54899 -2.11783 1.59206
H 1.07184 0.86154 -1.08400
H 0.51584 -0.88774 -1.30910
H -0.47720 0.56950 -1.79472
*
```

Electronic energy (hartree): -935.60026
Energy above the lowest of the compared OMol25 structures with the same formula, charge and spin (kJ/mol): 350.8
E_LUMO (alpha / beta) (eV): -0.3309 / -0.7983
Kohn-Sham gap (alpha / beta) (eV): 8.358 / 8.050

=====

Computed, not measured: an isolated molecule of C2H4P2 at a distorted geometry, with wB97M-V/def2-TZVPD.

The geometry in ORCA input format:
```
! RIJCOSX wB97M-V def2-TZVPD def2/J DEFGRID3
* xyz 0 1
C 1.56594 0.68462 0.14099
C 0.48635 -0.06928 -0.02759
P -2.16449 -1.06969 -0.50324
P -1.24597 0.20217 0.80307
H 2.45545 0.32415 -0.22438
H 1.72521 1.70687 0.57130
H 0.70228 -1.05171 -0.53610
H -3.52476 -0.72713 -0.22405
*
```

Electronic energy (hartree): -761.22869
Energy above the lowest of the compared OMol25 structures with the same formula, charge and spin (kJ/mol): 68.8
E_LUMO (eV): -0.9710
Kohn-Sham gap (eV): 8.066

=====

Computed, not measured: a structure of composition C14H11ClN2O7Pd at a distorted geometry, with wB97M-V/def2-TZVPD.

The geometry in ORCA input format:
```
! RIJCOSX wB97M-V def2-TZVPD def2/J DEFGRID3
* xyz 0 5
Pd 0.00000 0.00000 0.00000
O 0.98270 -4.11237 -3.10449
C -0.28533 -4.35281 -2.62915
C -0.94253 -5.45507 -3.18323
C -2.23104 -5.78220 -2.76473
C -2.85964 -5.00566 -1.79407
C -2.19779 -3.90259 -1.24158
C -0.89516 -3.54819 -1.64500
C -0.14054 -2.37566 -1.05140
O -0.82422 -1.71606 -0.24899
N 1.09728 -2.17868 -1.40190
N 1.49799 -1.07499 -0.66166
C 2.60062 -1.28268 -0.02668
C 3.07055 -0.30645 0.97082
C 4.45042 -0.07456 1.08252
C 4.91484 0.84629 2.01443
C 3.99940 1.50725 2.82714
C 2.62614 1.23749 2.71021
C 2.09842 0.31616 1.78659
O 0.84961 0.04863 1.70018
H 1.27293 -3.31613 -2.58571
H -0.43802 -6.05064 -3.93597
H -2.74023 -6.63914 -3.19155
H -3.86090 -5.24709 -1.45350
H -2.69337 -3.30715 -0.47714
H 3.20620 -2.18998 -0.18064
H 5.13846 -0.59521 0.42778
H 5.97461 1.05117 2.10160
H 4.33345 2.23375 3.55868
H 1.92437 1.75728 3.36060
O -3.30299 -0.15934 -0.01084
Cl -2.12527 0.62641 0.31394
O -2.56789 1.88971 0.87791
O -1.38037 -0.09857 1.36912
O -1.42207 0.92459 -0.95517
H 0.93525 1.23201 -0.68532
*
```

Electronic energy (hartree): -1763.69202
E_LUMO (alpha / beta) (eV): -0.9417 / -3.8005
Kohn-Sham gap (alpha / beta) (eV): 7.006 / 4.707

=====

Computed, not measured: a cluster of 12 separate species, C22H58BO19 in total at a distorted geometry, with wB97M-V/def2-TZVPD.

The geometry in ORCA input format:
```
! RIJCOSX wB97M-V def2-TZVPD def2/J DEFGRID3
* xyz -1 1
O -1.52387 6.32914 -36.13842
C -0.46182 6.87596 -36.24181
O -0.25593 8.07441 -36.71532
B 1.16950 8.45057 -36.62750
O 1.83113 7.17925 -36.24869
C 0.92772 6.27292 -35.92467
O 1.13329 5.15485 -35.57625
O 1.33322 9.48745 -35.57898
C 2.15692 10.39303 -36.01537
O 2.60704 11.35126 -35.44797
C 2.38513 10.13510 -37.51165
O 1.70961 9.04357 -37.85778
O 3.11762 10.74827 -38.23665
C -3.64993 7.01690 -33.34040
O -4.72549 7.95715 -33.33946
H -3.46368 6.63975 -34.34722
H -2.74453 7.46843 -32.93648
H -3.87397 6.19747 -32.64872
H -5.52023 7.44694 -33.51418
C 5.94406 9.77457 -36.67798
O 5.79727 9.77284 -38.07760
H 5.13412 9.23238 -36.16914
H 6.85069 9.26272 -36.36364
H 5.91842 10.79929 -36.29747
H 4.91533 10.11929 -38.27764
C 1.88254 1.67928 -34.29035
C 3.10692 1.74583 -33.41050
O 2.82711 2.49431 -32.21378
H 1.77163 2.63557 -34.80978
H 0.98286 1.42523 -33.73201
H 1.97482 1.00436 -35.14489
H 3.88402 2.27153 -33.97305
H 3.46029 0.76543 -33.07620
H 3.61677 2.96845 -31.95032
C -0.20325 5.62616 -32.31204
C -0.21543 4.15221 -32.72202
O 0.08645 3.29401 -31.63461
H -0.53070 6.28597 -33.12245
H 0.80926 5.92950 -32.03755
H -0.88560 5.87689 -31.49670
H 0.48757 4.06511 -33.55042
H -1.20421 3.90760 -33.12212
H 0.99518 2.99584 -31.80093
C 4.46926 14.28260 -38.44586
C 3.65849 14.02888 -37.19194
O 4.51094 13.56755 -36.16183
H 3.84033 14.68504 -39.24370
H 4.87179 13.33177 -38.80688
H 5.33159 14.93106 -38.28619
H 2.86777 13.32816 -37.46790
H 3.18240 14.96251 -36.87115
H 4.15210 12.74841 -35.80174
C -1.42774 10.30805 -38.76506
C -2.41246 10.83759 -37.72793
O -3.72783 10.93167 -38.29486
H -0.40174 10.51582 -38.45285
H -1.54558 10.81803 -39.72328
H -1.53335 9.23353 -38.89057
H -2.15736 11.84883 -37.38587
H -2.49445 10.17107 -36.87025
H -3.71531 11.60675 -38.97747
C 0.02087 14.58095 -33.92265
C 1.27193 13.99159 -33.28412
O 1.97819 14.99148 -32.58033
H -0.73986 14.82020 -33.17524
H -0.47701 13.89827 -34.61390
H 0.21826 15.49466 -34.48887
H 1.85316 13.49557 -34.06433
H 0.86997 13.23064 -32.60343
H 2.74411 14.57336 -32.17696
C 2.93304 8.63623 -41.35503
C 2.20178 9.80358 -42.03039
O 2.55340 9.86487 -43.40223
H 2.51306 7.68887 -41.70541
H 2.83978 8.69984 -40.27050
H 3.99007 8.64663 -41.61584
H 2.59691 10.72047 -41.58941
H 1.13065 9.77753 -41.81416
H 2.57622 9.00072 -43.81622
C -4.72643 7.61803 -37.78509
C -5.57223 6.52847 -38.47531
O -4.80047 5.34411 -38.67356
H -4.30813 7.16552 -36.88570
H -5.32853 8.45662 -37.43724
H -3.88801 7.95019 -38.39477
H -6.01406 6.95077 -39.38904
H -6.45074 6.18166 -37.92350
H -3.93994 5.61201 -39.01878
C 4.75331 5.45030 -37.13490
C 4.13223 4.12191 -37.60154
O 4.91881 3.56641 -38.65365
H 4.24177 5.89485 -36.28265
H 4.73260 6.17324 -37.95316
H 5.81644 5.27870 -36.94138
H 3.09363 4.28010 -37.88471
H 4.13542 3.40012 -36.77272
H 5.82709 3.56888 -38.34305
O -3.87198 4.63332 -35.91161
H -4.36073 4.84121 -36.72463
H -2.95936 4.91116 -36.09454
*
```

Electronic energy (hartree): -2327.68382
Energy above the lowest of the compared OMol25 structures with the same formula, charge and spin (kJ/mol): 0.0
E_LUMO (eV): 2.1830
Kohn-Sham gap (eV): 9.890

=====

Q: Number 5 is which compound?
A: C14H11ClN2O7Pd